{
  "formula": "C42H40Co2N2O6P",
  "method": "ωB97M-V/def2-TZVPD",
  "species": ["C", "H", "C", "O", "C", "C", "H", "C", "C", "H", "C", "C", "H", "C", "O", "C", "P", "C", "C", "C", "N", "C", "H", "H", "H", "C", "H", "C", "C", "N", "C", "H", "H", "O", "C", "H", "C", "C", "C", "H", "C", "H", "C", "H", "H", "C", "H", "Co", "C", "H", "H", "C", "H", "H", "H", "H", "H", "O", "H", "C", "H", "C", "C", "H", "Co", "H", "H", "C", "H", "H", "C", "C", "H", "C", "H", "C", "H", "O", "C", "C", "H", "H", "H", "C", "H", "H", "H", "C", "H", "C", "C", "O", "C"],
  "coordinates": [[-1.29442, 6.15047, 1.10113], [2.08678, 5.79429, 0.74089], [-4.33447, 2.97585, -1.42562], [0.33616, 1.24854, 5.00288], [2.67411, -7.26657, -0.31414], [2.77297, -5.01558, -1.07519], [1.69755, -4.50354, 2.90506], [0.15122, 1.63483, 3.91833], [-1.21741, 3.03082, 2.38488], [-0.82549, -3.69233, 0.13738], [0.78129, 6.34645, -2.18374], [1.36519, 6.01565, -4.51578], [1.03585, -5.13692, -2.33922], [-3.44197, 2.04647, -0.88942], [-0.80438, -0.49003, 1.16894], [1.25856, -4.95799, -1.26297], [0.03584, 4.17628, -0.46441], [1.11734, 7.23257, 2.02650], [1.76311, 2.93131, 1.89118], [-2.85981, -4.52751, -0.20536], [-3.40364, -5.63844, -0.97993], [1.16288, -7.31033, -0.47506], [-1.53958, -7.53214, 0.86853], [3.29626, -3.49960, 4.56232], [-1.45168, 1.70732, -0.14150], [-3.90418, 4.28050, -1.69194], [3.10283, -8.24537, -0.58161], [2.02378, -1.40387, 1.53023], [-1.55392, -7.12964, -0.16108], [0.60727, -5.96046, -0.40717], [-0.09905, 7.70312, 2.52874], [1.79263, -0.83940, 0.62057], [-3.51121, -5.39097, -3.06249], [3.77687, 4.08572, -0.72658], [2.05108, -3.48157, 2.77523], [1.05665, -3.20993, 0.87026], [-2.13638, 2.43442, -0.59041], [-0.76231, -5.83946, -0.22330], [1.01563, 1.35114, -0.97508], [-1.13512, -7.92561, -0.80865], [1.65908, -2.74160, 1.65137], [0.65297, 7.02006, -1.33631], [0.52531, 4.97474, -2.05293], [-0.11015, 8.47529, 3.29980], [-4.59717, 5.00783, -2.11212], [-1.70320, 3.73539, -0.83825], [3.93893, -1.09686, 4.32935], [0.23593, 2.02454, 2.21825], [2.86066, 0.65416, 2.65233], [-5.36307, 2.67901, -1.63489], [2.28069, 3.80686, 2.26851], [1.21041, 6.85981, -3.41295], [-4.81614, -4.56056, -2.14088], [3.02977, -4.59335, -0.08211], [0.91847, -7.79217, -1.44260], [-3.74949, 1.02157, -0.69000], [2.05834, 7.66429, 2.35696], [0.72256, 0.48453, -1.69656], [1.43122, 7.92305, -3.49835], [2.72694, -0.77502, 2.58171], [0.89997, -3.95329, -1.01108], [-1.37185, -4.62059, -0.05222], [3.28225, -1.58379, 3.60704], [1.23388, 3.97873, -5.23265], [1.39866, 2.67550, 0.09973], [-2.23644, 5.77177, 0.71168], [1.70192, 6.41852, -5.47224], [1.10078, 4.64876, -4.38557], [3.69993, 1.04511, 3.24431], [-3.16270, -3.57860, -0.66854], [1.95128, 1.57115, 2.21007], [-0.07395, 5.63145, 0.64793], [0.75411, -7.91678, 0.33966], [-2.58509, 4.66174, -1.41848], [0.46272, 3.06090, -3.06511], [-0.35276, 0.52511, 1.51167], [-3.64802, -7.21605, 0.30843], [-2.24480, 3.54343, 2.53491], [2.91695, -2.91180, 3.72461], [-1.30041, 7.17302, 2.05433], [-3.32468, -4.57155, 0.80333], [3.28471, -4.45148, -1.87113], [-2.25655, 7.53581, 2.43369], [-3.02764, -6.95302, -0.56931], [-3.29028, -7.66967, -1.36391], [-4.84015, -6.34433, -2.33929], [-2.25063, 5.67695, -1.63363], [0.67379, 4.12889, -3.16145], [2.90886, -7.01406, 0.73965], [2.86556, 3.44528, -0.38874], [-4.18358, -5.46570, -2.17499], [3.28322, -6.34346, -1.21974], [1.13209, 6.18192, 1.10423]],
  "forces_ev_per_a": [[0.5, 0.4, 0.2], [-0.3, 0.0, 0.1], [0.2, 0.0, 0.1], [-0.9, 1.0, -2.4], [0.2, 0.2, -0.2], [0.1, 0.1, 0.1], [0.1, 0.1, -0.1], [1.6, -1.3, 3.3], [-2.3, 1.5, -0.7], [-0.1, -0.4, -0.3], [0.1, -0.2, -0.4], [0.0, 0.0, 0.2], [-0.1, 0.0, 0.4], [0.0, 0.3, -0.1], [0.9, 1.9, 0.4], [0.3, -0.4, -0.3], [0.2, 0.6, -0.4], [-0.2, -0.3, -0.2], [3.1, 0.7, 1.1], [-0.7, -0.6, 0.3], [0.0, 0.5, -0.1], [0.3, 0.4, -0.4], [0.2, 0.2, -0.3], [-0.2, 0.1, -0.2], [-0.3, 0.5, -0.4], [0.3, 0.0, 0.1], [-0.1, 0.3, 0.3], [0.2, -0.1, 0.2], [-0.1, -0.3, -0.4], [0.6, 0.0, 0.2], [-0.1, -0.1, -0.1], [-0.1, -0.1, 0.5], [-0.5, 0.1, 0.1], [-0.8, -0.6, 0.4], [0.0, 0.0, -0.1], [0.2, 0.1, 0.4], [-0.1, -0.2, 0.0], [-0.9, 1.5, 0.3], [0.1, -1.4, -1.1], [0.0, 0.6, 0.4], [0.2, -0.1, 0.3], [0.0, -0.2, -0.2], [-0.3, 0.2, 0.0], [0.0, -0.1, -0.3], [0.1, -0.2, 0.0], [-0.2, 0.3, -0.2], [-0.2, -0.2, 0.0], [-4.2, -1.1, 0.1], [0.1, 0.9, -0.1], [0.2, 0.1, 0.0], [-0.4, 0.0, 0.6], [0.0, -0.3, 0.0], [0.3, -0.4, 0.1], [0.0, -0.3, -0.4], [0.1, 0.0, 0.2], [0.0, 0.2, 0.0], [-0.1, -0.1, 0.0], [0.2, 0.8, 0.6], [-0.1, -0.2, 0.0], [-0.2, -0.5, 0.3], [0.1, -0.4, -0.1], [0.6, -1.4, -0.6], [-0.4, 0.3, -0.4], [0.0, 0.1, 0.1], [-0.5, -0.4, -0.3], [0.2, 0.0, 0.3], [-0.1, -0.1, 0.3], [-0.1, 0.1, 0.3], [0.1, -0.1, -0.6], [0.1, -0.2, 0.1], [3.4, 0.3, -0.2], [-0.5, 0.0, 0.0], [0.0, 0.1, -0.2], [-0.5, -0.6, 0.1], [0.1, 0.3, 0.0], [-1.7, -2.3, -0.6], [0.0, -0.3, 0.0], [1.6, -0.7, 0.1], [-0.1, -0.1, -0.3], [0.1, -0.1, 0.0], [0.0, 0.3, -0.2], [-0.3, 0.0, 0.4], [0.3, 0.0, -0.1], [-0.8, 0.0, 0.5], [0.1, 0.3, 0.2], [0.2, 0.5, 0.1], [-0.1, -0.2, 0.0], [0.2, 0.3, -0.3], [0.1, 0.0, -0.4], [0.7, 0.3, -0.4], [0.5, 0.0, -0.5], [-0.4, -0.2, 0.4], [-0.2, 0.3, 0.3]],
  "mulliken_charge": [-0.6415, 0.3775, -0.5830, -0.4067, -0.8149, -0.4562, 0.4689, -0.1537, 0.8430, 0.0505, -0.2188, -0.5369, 0.1977, -0.8674, -0.5148, -0.8717, 1.6969, -0.7494, -0.8813, -1.0337, 0.2534, -0.5851, 0.3469, 0.3506, -0.4575, -0.7661, 0.3460, -0.7687, -0.5390, 0.5812, -0.6379, 0.6636, 0.2849, -0.4899, -1.0125, 1.0868, 0.3024, 0.5414, 0.1613, 0.1682, -0.4120, 0.2842, 0.5145, 0.3472, 0.3794, 0.0332, 0.3399, 0.5026, -1.3824, 0.3691, 0.6473, -0.6180, 0.3334, 0.2997, 0.3718, 0.4983, 0.4196, -0.5460, 0.3933, 0.9469, 0.5069, -0.0533, -1.0238, 0.3977, 0.3180, 0.4605, 0.3467, -0.6644, 0.2137, 0.5072, 1.4406, 0.2549, 0.3830, -0.4846, 0.2958, 0.0636, 0.1468, -0.4531, -0.4478, -0.6181, 0.1575, 0.3349, 0.3764, -1.0466, 0.5325, 0.3610, 0.5282, -0.5168, 0.3354, -0.1963, -1.0283, -0.4123, -0.4726],
  "homo_lumo_gap_ev": 5.63,
  "total_charge": -1,
  "spin_multiplicity": 1
}

{
  "formula": "C7H9BrO2",
  "method": "ωB97M-V/def2-TZVPD",
  "species": ["O", "C", "C", "H", "Br", "H", "C", "H", "H", "O", "H", "H", "H", "C", "C", "H", "H", "C", "C"],
  "coordinates": [[-1.38994, -0.91417, 1.59217], [1.44101, 0.43101, 1.10725], [0.94656, -0.44424, -1.24829], [-2.81880, 0.34665, -0.12912], [-0.62412, -2.80706, -0.53141], [0.80179, 0.52790, -1.62517], [1.51370, -0.71230, 0.14549], [-2.15144, 2.02744, -1.66638], [2.07548, -1.52610, 0.31309], [0.13204, 0.83693, 1.19447], [2.00976, 1.22720, 0.68969], [1.62610, -0.00080, 2.02932], [1.45119, -1.07171, -2.11509], [-1.39271, 1.63188, -1.02714], [-0.81024, -0.10527, 0.58787], [-0.33648, 2.12748, -1.08153], [-0.77554, -1.09744, 2.34053], [-1.77877, 0.62096, -0.30244], [0.08040, -1.09838, -0.27329]],
  "forces_ev_per_a": [[-0.5, 0.7, 0.5], [-0.3, -1.6, -1.6], [2.7, -2.7, -2.0], [0.1, -0.1, -0.7], [0.0, -0.6, -0.1], [-0.4, 1.1, 0.1], [-3.3, 1.5, -1.9], [-0.2, 0.7, -0.4], [2.6, -2.4, 0.4], [-3.2, 0.2, -1.3], [1.0, 0.8, 0.6], [1.8, -0.1, 2.2], [-1.3, 1.0, 2.0], [1.6, 1.7, -1.1], [1.9, -0.9, 0.4], [-2.2, -1.3, 0.3], [-0.4, 0.5, -1.1], [-0.1, -0.9, 2.6], [0.1, 2.4, 1.2]],
  "mulliken_charge": [-0.5689, -0.6895, -0.7265, 0.4006, -0.0949, 0.0857, -0.2117, 0.3179, 0.5289, -0.4613, 0.3431, 0.3837, 0.2403, -0.8109, 0.8203, 0.2083, 0.3574, -0.4861, 0.3636],
  "homo_lumo_gap_ev": 10.31,
  "total_charge": 0,
  "smiles": "C=C[C@]1(O)OC[C@@H]2C[C@@]21Br",
  "spin_multiplicity": 1
}

{
  "formula": "C4H13N5",
  "method": "ωB97M-V/def2-TZVPD",
  "species": ["H", "N", "N", "C", "H", "H", "N", "H", "H", "H", "H", "N", "H", "H", "N", "H", "H", "H", "H", "C", "C", "C"],
  "coordinates": [[1.85092, 1.03565, 1.19404], [-0.43584, -0.05498, 0.26496], [-1.67626, -0.04276, 0.67786], [-2.56547, -1.19952, 0.20673], [3.52405, 1.22517, 0.33863], [-2.61911, -0.02019, 2.46831], [0.09172, -0.64099, -0.64993], [-2.16012, -2.15397, 0.42051], [2.45034, -1.02099, -3.72029], [-2.83576, 1.24175, 1.21585], [1.45518, -1.70814, -2.55121], [2.02071, 0.19512, -0.75999], [2.09343, 2.07835, -0.13880], [-3.51766, -1.33882, 0.70557], [2.17467, -1.02180, -2.72813], [0.18143, 0.78302, 0.61549], [-1.47826, 1.29781, 2.34584], [3.19439, 0.68127, -2.22359], [-2.78347, -0.84546, -0.78560], [2.47643, -0.02265, -1.93425], [-2.17659, 0.69230, 1.80728], [2.37033, 1.17746, 0.22092]],
  "forces_ev_per_a": [[0.7, -0.4, -0.2], [0.3, 4.0, 2.1], [0.6, -3.6, -0.4], [0.1, 1.8, -0.3], [-1.9, -0.6, 0.3], [-0.5, -0.2, 0.5], [3.4, -0.9, -1.8], [1.4, -0.9, -0.7], [0.3, 0.2, 0.8], [-2.0, 1.7, 0.5], [-0.1, 0.1, 0.5], [-3.4, -1.8, 1.5], [-1.0, 3.3, -1.0], [-0.1, 1.3, 0.6], [-0.2, 0.2, -1.3], [-1.3, -1.3, 0.3], [0.6, 0.4, 0.0], [1.4, 0.8, -0.8], [-0.1, -1.1, -0.9], [-0.7, -1.5, -0.6], [0.7, -0.1, 0.0], [1.7, -1.7, 0.7]],
  "mulliken_charge": [0.3018, 0.8036, -0.1938, -0.9057, 0.3822, 0.2967, -0.6693, 0.3787, 0.2973, 0.3823, 0.2574, -0.1690, 0.5403, 0.3900, -0.2718, 0.4506, 0.4171, 0.4344, 0.3870, 0.1620, -0.8117, -0.8601],
  "homo_lumo_gap_ev": [7.61, 7.60],
  "total_charge": 2,
  "spin_multiplicity": 1
}

Let's list max |F| in order: 4.4; 4.3; 4.5 eV Å⁻¹.
Let's list total energy in order: -5292.1958; -2996.5137; -433.1128 Eh.